C36H37BF9N2OScSe as an isolated structure. Source: the Open Molecules 2025 dataset; level of theory: ωB97M-V/def2-TZVPD.

```
! RIJCOSX wB97M-V def2-TZVPD def2/J DEFGRID3
* xyz 0 1
Sc -0.007 -0.255 -1.583
C 0.292 -2.509 5.519
C -0.162 -1.103 5.117
C -1.636 -0.927 5.505
C 0.704 -0.072 5.859
C 0.014 -0.868 3.631
C 0.812 -1.687 2.835
C 0.900 -1.449 1.478
N 0.306 -0.425 0.879
C -0.386 0.429 1.640
C -0.583 0.220 3.001
C -0.928 1.613 0.946
C -1.094 2.818 1.616
C -1.590 3.941 0.958
C -1.968 3.748 -0.367
C -1.747 2.525 -0.977
N -1.200 1.476 -0.365
C -1.731 5.265 1.680
C -2.912 5.151 2.652
C -2.002 6.423 0.717
C -0.445 5.579 2.455
H 0.061 -2.686 6.566
H 1.366 -2.625 5.394
H -0.222 -3.263 4.926
H -1.781 -1.210 6.545
H -2.268 -1.557 4.881
H -1.957 0.106 5.395
H 0.631 -0.225 6.933
H 0.381 0.941 5.631
H 1.746 -0.174 5.564
H 1.352 -2.519 3.249
H 1.476 -2.102 0.835
H -1.222 0.896 3.547
H -0.797 2.870 2.650
H -2.402 4.539 -0.955
H -2.022 2.388 -2.015
H -3.841 4.989 2.108
H -3.002 6.072 3.221
H -2.770 4.326 3.345
H -2.957 6.311 0.211
H -1.212 6.507 -0.025
H -2.038 7.350 1.284
H -0.260 4.849 3.237
H -0.526 6.556 2.927
H 0.409 5.594 1.782
C -0.899 -2.208 -1.210
C -1.350 -3.339 -1.168
C -1.925 -4.644 -1.192
C -2.927 -4.922 -2.125
C -3.496 -6.178 -2.189
C -3.082 -7.180 -1.326
C -2.083 -6.915 -0.403
C -1.507 -5.660 -0.331
H -3.246 -4.138 -2.798
H -4.261 -6.382 -2.924
H -3.532 -8.162 -1.375
H -1.744 -7.699 0.258
H -0.729 -5.457 0.393
C 3.962 -2.598 -3.084
C 2.885 -3.383 -3.839
C 1.565 -2.871 -3.233
O 1.894 -1.852 -2.276
C 3.218 -2.141 -1.834
H 4.281 -1.731 -3.661
H 4.829 -3.203 -2.837
H 2.991 -4.454 -3.672
H 2.925 -3.196 -4.909
H 1.024 -3.675 -2.720
H 0.902 -2.426 -3.977
H 3.187 -2.947 -1.085
H 3.644 -1.239 -1.394
F 3.340 3.774 -6.150
C 3.109 3.155 -4.985
C 1.845 3.210 -4.402
F 0.854 3.874 -5.000
C 1.649 2.579 -3.188
F 0.408 2.536 -2.635
C 2.658 1.896 -2.512
Se 2.266 1.127 -0.841
C 3.902 1.825 -3.133
F 4.889 1.131 -2.556
C 4.124 2.434 -4.359
F 5.321 2.325 -4.949
F -1.027 -0.948 -4.917
B -0.775 0.193 -4.261
F 0.529 0.044 -3.567
F -1.611 0.311 -3.083
F -0.784 1.312 -4.984
*
```

Lowest unoccupied orbital energy in eV: -0.528
E in Ha: -5664.8877
E_HOMO in eV: -7.61
Gap between HOMO and LUMO in eV: 7.08
Molar mass in g/mol: 819.41

Mulliken population analysis, charges in e, atoms 1 to 8: Sc 0.2671; C -2.0127; C 2.0089; C -1.7235; C -1.5624; C 0.5496; C -0.9027; C -1.0065